This record from the Open Molecules 2025 dataset describes C5H5Cl2LaNO5Rh as an isolated structure. The level of theory is ωB97M-V/def2-TZVPD.

Calculated values
**Net charge**: +4
**HOMO energy (alpha / beta)**: -23.88 / -23.80 eV
**Relative energy (zero: lowest compared OMol25 entry of this formula, charge and spin)**: 317.0 kJ/mol
**E**: -1685.0337 a.u.
**LUMO level (alpha / beta)**: -16.20 / -20.60 eV
**2S+1**: 5
**Orbital gap (alpha / beta)**: 0.28225 / 0.11758 hartree
**M**: 471.81 g/mol

```
20
C5H5Cl2LaNO5Rh ωB97M-V/def2-TZVPD
La 1.21543 -0.59981 -1.66020
Rh -0.52223 -0.68451 0.80942
Cl 3.35688 0.88541 -1.53158
Cl 2.22356 -2.99681 -1.59095
C -1.86195 -0.52459 -0.38086
C 1.63350 0.98446 -3.84069
C 0.33557 -1.15874 -4.50056
O -2.81307 -0.51824 -1.07883
O 1.88879 1.74008 -4.67039
O 0.10462 -1.13192 -5.62573
N -1.12590 1.85242 3.45887
C -0.82447 0.43232 3.18337
C 0.69871 0.42527 2.92476
O 1.32447 1.12759 3.71146
O 1.15852 -0.28506 1.93333
H -0.44191 2.15975 4.16842
H -2.10273 1.98189 3.73833
H -0.96201 2.31783 2.55934
H -1.03443 -0.14792 4.08146
H -1.51233 0.08585 2.38527
```


This record from the Open Molecules 2025 dataset describes C25H15Br2CoF5N5S2 as an isolated structure. The level of theory is ωB97M-V/def2-TZVPD.

Calculated values
**Net charge**: +1
**HOMO energy (alpha / beta)**: -9.85 / -9.66 eV
**Relative energy (zero: lowest compared OMol25 entry of this formula, charge and spin)**: 211.6 kJ/mol
**E**: -9061.7561 a.u.
**LUMO level (alpha / beta)**: -2.89 / -4.89 eV
**2S+1**: 4
**Orbital gap (alpha / beta)**: 0.25587 / 0.17545 hartree
**M**: 763.30 g/mol

```
55
C25H15Br2CoF5N5S2 ωB97M-V/def2-TZVPD
Co -0.60058 -0.20218 0.34373
C 4.29379 1.68661 0.90723
N 3.85588 0.48338 0.21729
C 4.68322 -0.42064 -0.41616
C 3.90948 -1.37283 -0.94194
N 2.57583 -1.05804 -0.63224
C 2.55835 0.12385 0.09033
S 1.31628 1.04650 0.74871
C 1.49591 -1.86909 -1.09044
C 1.77414 -3.14736 -1.57842
C 0.74222 -3.90486 -2.09095
C -0.53967 -3.37308 -2.12718
C -0.71976 -2.10843 -1.61784
N 0.26753 -1.37162 -1.07154
H 5.37949 1.68040 0.93938
H 3.88958 1.69806 1.91713
H 3.94065 2.57139 0.38050
H 5.75082 -0.29976 -0.44376
H 4.18945 -2.22032 -1.53244
H 2.76978 -3.55591 -1.54809
H 0.94116 -4.89897 -2.46771
H -1.37345 -3.92191 -2.53908
H -1.69446 -1.63517 -1.64279
F -2.60056 5.43743 -3.60060
C -1.88532 4.33209 -3.69126
C -1.94504 3.38925 -2.66734
F -2.72618 3.62771 -1.61114
C -1.20366 2.23894 -2.75330
F -1.29281 1.37187 -1.73794
C -0.36384 1.97149 -3.85706
S 0.56672 0.56597 -3.98661
C -0.33485 2.95604 -4.87408
F 0.42457 2.77758 -5.93985
C -1.07949 4.11467 -4.79953
F -1.03508 5.02129 -5.76598
Br -4.26808 2.77532 5.03881
C -3.31654 1.93942 3.65729
C -3.19764 2.54673 2.42103
C -2.48258 1.88097 1.44324
N -1.91024 0.68824 1.63013
C -2.03688 0.10474 2.83262
C -2.72919 0.70519 3.87242
C -1.38688 -1.23352 2.97667
C -1.50749 -1.99621 4.12976
C -0.89139 -3.23399 4.17110
Br -1.02266 -4.29269 5.71245
C -0.18682 -3.68817 3.07051
C -0.12357 -2.85863 1.96592
N -0.69394 -1.65702 1.91265
H -3.64147 3.50978 2.21718
H -2.35813 2.32144 0.46253
H -2.81330 0.23470 4.83920
H -2.07189 -1.64991 4.98100
H 0.29594 -4.65407 3.06771
H 0.41261 -3.17663 1.07876
```


Number 1: F_max 9.9 eV/Å. Number 2: F_max 0.4 eV/Å.